{"formula": "CH7N2O2P", "method": "the ωB97M-V functional and the def2-TZVPD basis", "species": ["C", "O", "P", "N", "N", "O", "H", "H", "H", "H", "H", "H", "H"], "coordinates": [[-1.26, -0.04, 1.29], [-0.40, -0.63, 0.33], [0.07, 0.22, -0.94], [1.34, 1.22, -0.55], [0.76, -1.00, -1.83], [-1.26, 1.24, -1.84], [-1.88, -0.85, 1.69], [-1.89, 0.71, 0.82], [-0.69, 0.40, 2.10], [1.11, 2.20, -0.55], [1.92, 0.91, 0.21], [0.98, -0.63, -2.74], [0.11, -1.78, -1.92]], "lowdin_charge": [-0.118, -0.299, 0.603, -0.061, -0.072, -0.547, 0.089, 0.078, 0.084, 0.058, 0.061, 0.062, 0.063], "e_above_lowest_kj_mol": 144.5, "homo_lumo_gap_ev": 9.6, "e_tot_ha": -643.6515, "largest_force_ev_per_a": 8.0, "charge": 0, "lumo_energy_ev": 0.6551}

{"formula": "C4H16N3", "method": "the ωB97M-V functional and the def2-TZVPD basis", "species": ["N", "C", "N", "H", "H", "H", "H", "H", "H", "C", "C", "N", "C", "H", "H", "H", "H", "H", "H", "H", "H", "H", "H"], "coordinates": [[-0.22, -0.60, 1.57], [0.16, -2.02, 1.33], [1.55, -2.20, 1.02], [-1.10, -0.60, 2.08], [0.44, -0.22, 2.24], [-0.12, -2.63, 2.18], [-0.43, -2.40, 0.50], [1.73, -2.17, 0.03], [2.16, -1.51, 1.45], [0.39, 2.67, -0.04], [-0.59, 1.91, -0.91], [-0.21, 0.48, -1.01], [-1.06, -0.32, -1.96], [1.38, 2.67, -0.50], [0.09, 3.70, 0.04], [0.49, 2.31, 0.98], [-1.60, 1.96, -0.52], [-0.56, 2.32, -1.91], [-0.24, 0.01, -0.05], [0.74, 0.44, -1.36], [-2.10, -0.15, -1.72], [-0.83, -1.37, -1.84], [-0.85, -0.02, -2.98]], "lowdin_charge": [-0.007, -0.330, 0.023, 0.097, 0.090, 0.111, 0.103, 0.062, 0.074, -0.065, -0.194, -0.039, 0.005, 0.087, 0.090, 0.072, 0.134, 0.130, 0.093, 0.166, 0.105, 0.090, 0.103], "e_above_lowest_kj_mol": 23.4, "homo_lumo_gap_ev": 10.4, "e_tot_ha": -326.0309, "largest_force_ev_per_a": 0.8, "charge": 1, "lumo_energy_ev": -2.8855}

{"formula": "C9H17LuN4S2Si", "method": "the ωB97M-V functional and the def2-TZVPD basis", "species": ["Lu", "C", "Si", "C", "C", "C", "C", "C", "C", "N", "C", "S", "H", "H", "H", "H", "H", "H", "H", "H", "H", "H", "H", "H", "N", "N", "C", "N", "S", "H", "H", "H", "H", "H"], "coordinates": [[0.23, -0.24, -0.08], [2.73, -1.69, 5.07], [3.48, -0.07, 4.50], [5.26, 0.09, 5.06], [2.47, 1.45, 4.96], [3.54, -0.08, 2.56], [4.76, 0.06, 1.90], [4.86, 0.03, 0.51], [3.71, -0.14, -0.22], [2.51, -0.26, 0.37], [2.43, -0.22, 1.73], [0.76, -0.36, 2.37], [2.80, -1.76, 6.16], [3.25, -2.55, 4.65], [1.67, -1.77, 4.81], [5.30, 0.08, 6.15], [5.72, 1.03, 4.74], [5.88, -0.74, 4.71], [2.47, 1.59, 6.04], [1.43, 1.35, 4.64], [2.89, 2.35, 4.51], [5.66, 0.19, 2.49], [5.81, 0.14, 0.00], [3.73, -0.20, -1.30], [-2.46, 0.27, 0.26], [-2.46, 1.32, 1.21], [-1.55, 2.30, 1.21], [-1.69, 3.28, 2.08], [-0.24, 2.38, 0.09], [-2.99, 0.57, -0.56], [-2.98, -0.50, 0.68], [-3.29, 1.42, 1.78], [-2.48, 3.35, 2.71], [-1.01, 4.02, 2.09]], "lowdin_charge": [1.468, -0.172, 0.547, -0.174, -0.176, -0.213, -0.019, -0.018, -0.113, -0.175, -0.711, 0.531, 0.045, 0.043, 0.004, 0.047, 0.043, 0.045, 0.043, -0.003, 0.039, 0.109, 0.127, 0.122, -0.015, -0.059, -0.821, 0.165, 0.599, 0.122, 0.123, 0.174, 0.145, 0.129], "e_above_lowest_kj_mol": 24.6, "homo_lumo_gap_ev": 6.9, "e_tot_ha": -2893.1145, "largest_force_ev_per_a": 1.8, "charge": 2, "lumo_energy_ev": -7.8838}

{"formula": "H5N2OP", "method": "the ωB97M-V functional and the def2-TZVPD basis", "species": ["N", "N", "O", "P", "H", "H", "H", "H", "H"], "coordinates": [[-0.81, 0.67, 0.02], [1.51, -0.81, -0.35], [-2.18, 0.55, -0.54], [0.91, 0.78, -0.56], [-2.57, -0.07, 0.12], [-1.07, 1.40, 0.81], [1.29, -1.58, 0.44], [1.62, -1.20, -1.29], [1.36, 1.36, 0.81]], "lowdin_charge": [-0.316, -0.348, -0.215, 0.711, 0.048, 0.107, 0.104, -0.005, -0.085], "e_above_lowest_kj_mol": 241.5, "spin_multiplicity": 3, "homo_lumo_gap_ev": [5.4, 7.9], "e_tot_ha": -528.8401, "largest_force_ev_per_a": 5.2, "charge": 0, "lumo_energy_ev": [0.9517, -1.8801]}

> Which formula does entry 3 have?

C9H17LuN4S2Si

> What is the charge in the third record?

+2

Repeat the second record exactly.
{"formula": "C4H16N3", "method": "the ωB97M-V functional and the def2-TZVPD basis", "species": ["N", "C", "N", "H", "H", "H", "H", "H", "H", "C", "C", "N", "C", "H", "H", "H", "H", "H", "H", "H", "H", "H", "H"], "coordinates": [[-0.22, -0.60, 1.57], [0.16, -2.02, 1.33], [1.55, -2.20, 1.02], [-1.10, -0.60, 2.08], [0.44, -0.22, 2.24], [-0.12, -2.63, 2.18], [-0.43, -2.40, 0.50], [1.73, -2.17, 0.03], [2.16, -1.51, 1.45], [0.39, 2.67, -0.04], [-0.59, 1.91, -0.91], [-0.21, 0.48, -1.01], [-1.06, -0.32, -1.96], [1.38, 2.67, -0.50], [0.09, 3.70, 0.04], [0.49, 2.31, 0.98], [-1.60, 1.96, -0.52], [-0.56, 2.32, -1.91], [-0.24, 0.01, -0.05], [0.74, 0.44, -1.36], [-2.10, -0.15, -1.72], [-0.83, -1.37, -1.84], [-0.85, -0.02, -2.98]], "lowdin_charge": [-0.007, -0.330, 0.023, 0.097, 0.090, 0.111, 0.103, 0.062, 0.074, -0.065, -0.194, -0.039, 0.005, 0.087, 0.090, 0.072, 0.134, 0.130, 0.093, 0.166, 0.105, 0.090, 0.103], "e_above_lowest_kj_mol": 23.4, "homo_lumo_gap_ev": 10.4, "e_tot_ha": -326.0309, "largest_force_ev_per_a": 0.8, "charge": 1, "lumo_energy_ev": -2.8855}

What did the first record say?
{"formula": "CH7N2O2P", "method": "the ωB97M-V functional and the def2-TZVPD basis", "species": ["C", "O", "P", "N", "N", "O", "H", "H", "H", "H", "H", "H", "H"], "coordinates": [[-1.26, -0.04, 1.29], [-0.40, -0.63, 0.33], [0.07, 0.22, -0.94], [1.34, 1.22, -0.55], [0.76, -1.00, -1.83], [-1.26, 1.24, -1.84], [-1.88, -0.85, 1.69], [-1.89, 0.71, 0.82], [-0.69, 0.40, 2.10], [1.11, 2.20, -0.55], [1.92, 0.91, 0.21], [0.98, -0.63, -2.74], [0.11, -1.78, -1.92]], "lowdin_charge": [-0.118, -0.299, 0.603, -0.061, -0.072, -0.547, 0.089, 0.078, 0.084, 0.058, 0.061, 0.062, 0.063], "e_above_lowest_kj_mol": 144.5, "homo_lumo_gap_ev": 9.6, "e_tot_ha": -643.6515, "largest_force_ev_per_a": 8.0, "charge": 0, "lumo_energy_ev": 0.6551}